(1)
C21H56AsF6O21S7 | the ωB97M-V functional and the def2-TZVPD basis

Computed properties:
HOMO level (eV): -9.249
Energy relative to the best compared isomer or geometry (same formula, charge and spin) (kJ/mol): 757.6

ORCA input file:
```
! wB97M-V def2-TZVPD RIJCOSX def2/J DEFGRID3
* xyz -1 1
As -1.8004 0.1027 1.5659
F -1.8973 1.1015 0.0766
F -2.8383 1.2284 2.4632
F -1.8156 -0.8882 3.0514
F -0.7008 -0.9868 0.7135
F -0.3242 0.9655 2.1351
F -3.1843 -0.9367 1.0181
O 2.9142 5.4606 4.3441
S 2.0519 6.6194 4.2707
O 1.5147 7.0096 2.9659
O 0.7353 6.4733 5.3801
C -0.3884 5.6695 4.9989
C -1.3775 5.2205 6.0988
C 2.8557 8.1000 5.1058
H -0.1090 4.7414 4.5002
H -0.9062 6.1552 4.1718
H -0.8633 4.9480 7.0205
H -1.9678 4.3897 5.7122
H -2.1555 5.9746 6.2180
H 3.8669 8.2050 4.7128
H 2.8806 7.7781 6.1469
H 2.1494 8.9127 4.9359
O 1.2438 0.3532 9.7775
S 1.0178 -0.9027 9.0476
O 1.9784 -1.9904 9.2157
O -0.4430 -1.4895 9.4224
C -0.9099 -2.7435 8.9622
C -2.0874 -2.5216 8.1546
C 0.8565 -0.4830 7.3262
H -1.0103 -3.4269 9.8054
H -0.1360 -3.1777 8.3293
H -2.7914 -1.8194 8.6013
H -2.6270 -3.4686 8.1661
H -1.9444 -2.1928 7.1253
H 0.9858 -1.3914 6.7378
H 1.6528 0.2151 7.0683
H -0.1385 -0.0382 7.3157
O 0.5710 -4.4534 -6.8860
S -0.2301 -3.7350 -7.8410
O -1.0167 -4.3746 -8.9584
O -1.2384 -2.6188 -7.0363
C -0.8888 -2.0670 -5.7414
C -2.0039 -2.4548 -4.7850
C 0.9646 -2.5905 -8.7541
H -0.6850 -0.9965 -5.7178
H 0.0149 -2.5961 -5.4387
H -2.7126 -1.6929 -5.1094
H -1.8012 -2.3912 -3.7159
H -2.3917 -3.4483 -5.0104
H 0.4249 -1.8811 -9.3816
H 1.5828 -3.3258 -9.2690
H 1.3931 -1.9412 -7.9906
O -7.7817 1.2184 0.9459
S -8.4830 2.0916 0.0634
O -9.5804 2.9506 0.5125
O -7.3545 2.9478 -0.8165
C -6.2214 2.4130 -1.4030
C -6.1041 2.3199 -2.8959
C -9.1448 1.0861 -1.3853
H -6.2061 1.3900 -1.0272
H -5.4779 3.0629 -0.9415
H -6.0094 3.3397 -3.2690
H -6.8257 1.7519 -3.4830
H -5.1366 1.8906 -3.1564
H -10.1322 0.8272 -1.0029
H -8.5589 0.1803 -1.5416
H -9.3043 1.6539 -2.3020
O 0.2303 -7.0200 0.9028
S -0.9041 -7.9288 0.7275
O -0.6965 -9.3805 1.0336
O -2.2287 -7.3466 1.6234
C -2.4234 -5.9289 1.7924
C -3.8513 -5.6980 2.3415
C -1.6084 -7.7102 -1.0293
H -2.4519 -5.3557 0.8657
H -1.6837 -5.5190 2.4801
H -4.4880 -6.1530 1.5827
H -4.0410 -4.6268 2.2721
H -4.0054 -6.1476 3.3224
H -1.6091 -6.6889 -1.4103
H -2.5688 -8.2166 -1.1260
H -0.8437 -8.2395 -1.5978
O 3.0133 5.0702 -4.4091
S 3.0987 3.9845 -3.4261
O 2.6563 2.6294 -3.7822
O 4.6557 3.8096 -2.8476
C 5.3480 4.9665 -2.5512
C 6.8925 4.6239 -2.5416
C 2.2270 4.5141 -1.8875
H 5.1091 5.3850 -1.5735
H 5.1957 5.8029 -3.2332
H 7.4153 5.5760 -2.4508
H 7.1846 4.1042 -3.4541
H 6.9993 3.8568 -1.7745
H 2.5744 5.5124 -1.6216
H 2.5443 3.8989 -1.0455
H 1.1789 4.2903 -2.0864
O 8.2583 -3.1740 -5.7172
S 7.2530 -2.1454 -5.5662
O 6.3977 -1.8249 -6.6953
O 6.3073 -2.4049 -4.2344
C 5.1791 -1.6693 -3.8252
C 4.3166 -2.5328 -2.8423
C 8.1429 -0.6565 -5.0221
H 4.5911 -1.3720 -4.6935
H 5.4074 -0.7910 -3.2214
H 4.0701 -3.4486 -3.3795
H 3.3785 -2.0093 -2.6580
H 4.8615 -2.6802 -1.9099
H 8.8150 -0.2624 -5.7844
H 8.7257 -0.9283 -4.1420
H 7.4272 0.1113 -4.7282
*
```

***

(2)
C5H13N3 | the ωB97M-V functional and the def2-TZVPD basis

Computed properties:
HOMO level (eV): -9.301
Energy relative to the best compared isomer or geometry (same formula, charge and spin) (kJ/mol): 185.7
SMILES string: C/N=C\N.C=CCN

ORCA input file:
```
! wB97M-V def2-TZVPD RIJCOSX def2/J DEFGRID3
* xyz 0 1
C -1.7348 -0.5199 1.6652
N -0.3355 -0.7304 2.0610
C 0.2199 -1.7986 1.6503
N -0.3322 -2.7818 0.7857
H -1.8727 0.5164 1.3469
H -2.3726 -0.6531 2.5411
H -2.0967 -1.1510 0.8602
H 1.2489 -1.9536 1.9797
H -0.1583 -2.5148 -0.1807
H 0.2520 -3.6076 0.8651
C 1.5961 1.3264 0.0780
C 0.6393 1.7328 -0.7476
C 0.6745 1.8482 -2.2475
N -0.3765 0.9675 -2.7910
H 1.3108 1.0958 1.0977
H 2.5769 1.0234 -0.2671
H -0.3118 2.0636 -0.3305
H 0.4827 2.9039 -2.4776
H 1.6417 1.5441 -2.6453
H -0.6933 1.3027 -3.6904
H -1.1788 0.9878 -2.1690
*
```

***

(3)
C71H72AuN3OP2SSi | the ωB97M-V functional and the def2-TZVPD basis

Computed properties:
HOMO level (spin up / spin down) (eV): -11.865 / -11.866

ORCA input file:
```
! wB97M-V def2-TZVPD RIJCOSX def2/J DEFGRID3
* xyz 2 1
Au -0.2116 1.2090 0.6761
O -0.1092 -1.7743 0.3015
S -1.3647 -1.4641 -0.4341
C -2.6335 -1.6543 0.8491
C -3.9376 -1.7992 0.4191
C -4.9803 -2.1889 1.2700
C -4.6684 -2.4949 2.5709
C -5.4963 -3.0428 3.6894
C -4.5150 -3.2210 4.8692
C -3.2012 -2.7282 4.3530
C -1.9619 -2.6680 4.9342
C -0.9274 -2.0738 4.2033
C -1.0818 -1.5774 2.9155
P 0.2893 -0.5193 2.3715
C 1.7218 -1.6072 2.6529
C 1.6070 -2.9595 2.3333
C 2.6475 -3.8250 2.6098
C 3.8167 -3.3530 3.1867
C 3.9454 -2.0050 3.4774
C 2.9060 -1.1333 3.2110
C 0.5475 0.6945 3.7392
C -0.0943 0.7534 4.9689
C 0.2447 1.7386 5.8857
C 1.2093 2.6840 5.5867
C 1.8316 2.6531 4.3495
C 1.4954 1.6727 3.4367
C -2.3002 -1.7948 2.2196
C -3.3486 -2.3072 3.0174
C -1.6207 -2.9913 -1.4066
C -2.3674 -4.0420 -0.9273
C -2.5405 -5.2384 -1.6389
C -1.8788 -5.3944 -2.8271
C -1.8571 -6.5147 -3.8159
C -0.8577 -6.0642 -4.9080
C -0.4157 -4.6991 -4.4887
C 0.4424 -3.7961 -5.0617
C 0.5716 -2.5357 -4.4675
C -0.1108 -2.1535 -3.3187
P -0.2236 -0.3690 -2.9525
C 1.3687 0.2929 -3.5808
C 2.5322 -0.3614 -3.1767
C 3.7725 0.1113 -3.5603
C 3.8758 1.2580 -4.3341
C 2.7249 1.9116 -4.7409
C 1.4796 1.4396 -4.3645
C -1.4092 0.1213 -4.2659
C -1.6766 1.4825 -4.4080
C -2.4666 1.9384 -5.4461
C -3.0218 1.0383 -6.3409
C -2.7973 -0.3188 -6.1756
C -2.0107 -0.7841 -5.1366
C -0.9258 -3.1032 -2.6393
C -1.0570 -4.3493 -3.2857
H -4.1551 -1.6652 -0.6310
H -5.9806 -2.2996 0.8855
H -5.9570 -3.9878 3.4003
H -6.3064 -2.3543 3.9340
H -4.4426 -4.2677 5.1717
H -4.8212 -2.6527 5.7497
H -1.7815 -3.0186 5.9386
H 0.0453 -1.9722 4.6665
H 0.7003 -3.3213 1.8742
H 2.5407 -4.8758 2.3869
H 4.6206 -4.0332 3.4193
H 4.8512 -1.6294 3.9305
H 3.0199 -0.0898 3.4585
H -0.8679 0.0443 5.2241
H -0.2552 1.7616 6.8416
H 1.4655 3.4503 6.3010
H 2.5630 3.4019 4.0890
H 1.9632 1.6676 2.4630
H -2.8642 -3.9504 0.0258
H -3.1893 -6.0002 -1.2392
H -2.8586 -6.6675 -4.2227
H -1.5583 -7.4543 -3.3507
H -1.3176 -6.0220 -5.8980
H -0.0094 -6.7477 -4.9809
H 0.9736 -4.0129 -5.9739
H 1.1892 -1.8026 -4.9674
H 2.4580 -1.2666 -2.5903
H 4.6644 -0.4189 -3.2629
H 4.8430 1.6306 -4.6369
H 2.7964 2.7863 -5.3705
H 0.6032 1.9469 -4.7296
H -1.2576 2.1843 -3.7031
H -2.6441 2.9972 -5.5556
H -3.6288 1.3896 -7.1596
H -3.2303 -1.0247 -6.8683
H -1.8597 -1.8468 -5.0338
C -4.5394 1.5510 0.5065
C -3.5653 2.3541 -0.3568
C -4.3500 3.5581 -0.8886
C -3.1433 1.4620 -1.5386
Si -1.9895 2.9320 0.6961
C -0.9781 4.3485 -0.2181
C 0.4298 4.5015 0.3633
C -0.8019 3.9519 -1.6845
C -1.6741 5.7064 -0.1423
C -2.4621 3.3410 2.5622
C -3.6101 4.3454 2.6524
C -1.2607 3.9581 3.2779
C -2.8498 2.0632 3.3098
H -5.3317 1.1529 -0.1242
H -5.0116 2.1776 1.2551
H -4.0439 0.7196 0.9996
H -5.2593 3.2008 -1.3714
H -3.7912 4.1295 -1.6224
H -4.6452 4.2249 -0.0844
H -3.5930 1.8133 -2.4651
H -2.0654 1.4171 -1.6825
H -3.4770 0.4393 -1.3867
H 0.9838 3.5668 0.2743
H 0.4198 4.7910 1.4082
H 0.9697 5.2677 -0.1907
H -0.1973 4.6982 -2.1962
H -0.2809 2.9959 -1.7605
H -1.7545 3.8798 -2.1995
H -1.6521 6.1002 0.8690
H -2.7060 5.6620 -0.4695
H -1.1525 6.4148 -0.7836
H -3.3433 5.2840 2.1751
H -3.8205 4.5487 3.7022
H -4.5199 3.9710 2.1946
H -1.0710 4.9661 2.9196
H -0.3660 3.3558 3.1480
H -1.4646 4.0242 4.3460
H -3.8177 1.6867 3.0000
H -2.9075 2.2705 4.3771
H -2.1096 1.2770 3.1639
C 3.8723 -0.9483 0.0167
C 2.5827 -0.4490 -0.0754
N 2.2963 0.8349 0.0866
C 3.2877 1.6805 0.3134
C 4.6269 1.2946 0.3835
C 4.9082 -0.0676 0.2516
C 5.7055 2.2334 0.6561
C 5.7668 3.5193 0.3034
C 4.7998 4.2495 -0.5106
C 4.2377 3.7310 -1.6851
C 3.3146 4.5356 -2.3281
N 3.0031 5.7421 -1.8848
C 3.6255 6.1782 -0.8075
N 4.4918 5.4792 -0.1100
H 4.0465 -2.0072 -0.0806
H 1.7413 -1.0980 -0.2624
H 3.0073 2.7126 0.4746
H 5.9272 -0.4169 0.3272
H 6.5317 1.8127 1.2144
H 6.5904 4.1237 0.6557
H 4.5083 2.7565 -2.0581
H 2.8025 4.2096 -3.2241
H 3.4034 7.1788 -0.4682
*
```

***

(4)
C39H70N4O12P2S | the ωB97M-V functional and the def2-TZVPD basis

Computed properties:
HOMO level (eV): -8.895
SMILES string: CCOP(=O)(CC[C@@]1(c2ccncc2)C(=O)N[C@](ON=O)([PH2]=N)[C@]1(CCCCS(=O)(=O)O)CCc1ccccc1)OCC.CCOCC.CCOCC.CCOCC

ORCA input file:
```
! wB97M-V def2-TZVPD RIJCOSX def2/J DEFGRID3
* xyz 0 1
C 2.9086 6.3629 -1.9693
C 3.6883 5.1333 -1.4998
O 3.2331 4.0050 -2.2735
P 3.4440 2.5579 -1.6479
O 3.5656 2.5107 -0.1852
C 2.1128 1.6012 -2.3743
C 0.6888 2.0943 -2.0963
C 0.0980 1.8712 -0.6836
C 0.7454 0.6532 -0.0430
C 1.5299 0.7066 1.0955
C 2.1231 -0.4291 1.6267
N 2.0078 -1.6345 1.0760
C 1.2900 -1.6872 -0.0465
C 0.6495 -0.6111 -0.6342
C 0.3875 3.1054 0.1742
O 1.0735 4.0317 -0.0749
N -0.4793 3.0541 1.3062
C -1.6887 2.4024 0.8903
O -2.7862 3.3981 1.0067
N -2.6588 4.1579 2.1948
O -3.2905 5.1306 2.1158
P -2.1663 1.1311 2.2057
N -0.9621 0.7484 3.1311
C -1.5077 1.9835 -0.5878
C -1.9413 3.0146 -1.6507
C -3.3683 3.6015 -1.5846
C -3.3722 5.1116 -1.3382
C -4.7136 5.7331 -1.7446
S -4.6875 6.2649 -3.4343
O -5.2545 5.2633 -4.2896
O -3.4047 6.7845 -3.7756
O -5.7200 7.4765 -3.3578
C -2.0714 0.6075 -0.9458
C -3.5999 0.4649 -1.0265
C -4.2201 0.6137 -2.4001
C -5.5009 1.1673 -2.5255
C -6.0874 1.3319 -3.7814
C -5.4263 0.9550 -4.9450
C -4.1620 0.3759 -4.8366
C -3.5811 0.2173 -3.5753
O 4.7210 1.8738 -2.3470
C 5.8966 2.6838 -2.4961
C 6.8861 1.9296 -3.3831
H 2.0524 6.4942 -1.3125
H 2.4940 6.1950 -2.9562
H 3.5121 7.2618 -1.9332
H 4.7431 5.3022 -1.6892
H 3.4981 4.9814 -0.4467
H 2.3121 0.5627 -2.1319
H 2.2636 1.6882 -3.4510
H 0.0455 1.5865 -2.8175
H 0.6425 3.1424 -2.3627
H 1.7285 1.6360 1.5980
H 2.7124 -0.3517 2.5275
H 1.2077 -2.6483 -0.5327
H 0.0867 -0.7605 -1.5375
H -0.0946 2.7269 2.1876
H -2.7837 0.0252 1.5951
H -3.1715 1.7919 2.9269
H -0.7510 -0.2403 3.1322
H -1.2668 3.8635 -1.6812
H -1.8674 2.4950 -2.5995
H -3.9515 3.1652 -0.7803
H -3.9245 3.3922 -2.4933
H -3.1491 5.3466 -0.3061
H -2.5861 5.5628 -1.9400
H -5.5004 4.9920 -1.6574
H -4.9326 6.6025 -1.1359
H -6.3084 7.3932 -4.1215
H -1.6141 0.3437 -1.8901
H -1.7228 -0.1453 -0.2505
H -4.1160 1.1288 -0.3406
H -3.8348 -0.5524 -0.7092
H -6.0624 1.4806 -1.6566
H -7.0687 1.7747 -3.8656
H -5.8521 1.0989 -5.9244
H -3.6074 0.0596 -5.7046
H -2.5995 -0.2322 -3.5321
H 5.6643 3.6267 -2.9782
H 6.3340 2.8399 -1.5142
H 7.3478 2.5868 -4.1111
H 6.3190 1.1938 -3.9471
H 7.6233 1.3833 -2.8071
C 0.7920 -5.5512 -3.3855
C -0.1629 -4.8063 -2.4689
O -0.0953 -3.3962 -2.5924
C -0.4072 -2.8655 -3.8657
C -1.8174 -3.1711 -4.3415
H 1.8149 -5.2038 -3.2355
H 0.7503 -6.6207 -3.1790
H 0.5431 -5.4074 -4.4382
H 0.0940 -5.0161 -1.4303
H -1.1912 -5.1551 -2.6158
H 0.3317 -3.1866 -4.6082
H -0.2892 -1.7845 -3.7603
H -1.9749 -4.2360 -4.5161
H -2.0124 -2.6503 -5.2798
H -2.5461 -2.8432 -3.5981
C 3.5311 -3.3646 3.8885
C 4.3974 -2.5713 4.8488
O 3.7270 -1.4702 5.4400
C 2.5730 -1.7861 6.1943
C 2.8331 -2.7156 7.3683
H 3.1095 -2.7153 3.1215
H 4.1180 -4.1451 3.4032
H 2.7003 -3.8507 4.4030
H 5.2438 -2.1404 4.3129
H 4.8172 -3.2264 5.6217
H 1.7927 -2.1984 5.5434
H 2.1984 -0.8304 6.5619
H 3.1627 -3.7027 7.0389
H 1.9200 -2.8476 7.9510
H 3.6079 -2.3046 8.0170
C -0.1492 -8.0901 4.2246
C 1.2202 -7.5520 4.6050
O 1.2301 -6.1715 4.9117
C 0.4248 -5.7647 6.0017
C 0.8061 -6.4037 7.3260
H -0.5707 -7.5126 3.4008
H -0.0699 -9.1336 3.9184
H -0.8520 -8.0421 5.0577
H 1.8994 -7.6632 3.7596
H 1.6465 -8.1332 5.4307
H -0.6351 -5.9351 5.7797
H 0.5590 -4.6839 6.0700
H 0.6426 -7.4825 7.3199
H 0.2052 -5.9820 8.1322
H 1.8605 -6.2279 7.5442
*
```

***

| no. | DFT total energy (eV) |
| --- | --- |
| 1 | -218670.892 |
| 2 | -9864.441 |
| 3 | -122282.379 |
| 4 | -101518.761 |